[1]
The following is a quantum chemistry calculation of a structure of composition C21H27F6GeSi in a non-equilibrium geometry, from the OMol25 dataset.

Each line ends with the Löwdin charge.
Atoms and positions in Å:
C: -3.44384 -0.70678 2.66639  0.012
C: 0.77696 0.93393 -2.90646  -0.218
H: -4.47196 -0.30892 2.63609  0.145
C: 1.08297 -3.71611 -0.12277  -0.164
H: -1.99329 4.05089 1.46433  0.147
H: 4.56082 -0.22416 -1.26992  0.041
F: 0.77079 5.85986 -0.90253  0.110
C: -1.19005 -2.53240 -2.15599  -0.169
C: 0.98499 1.90878 0.10827  -0.033
C: -3.03808 -1.56095 3.68482  -0.116
C: -1.05738 2.09968 1.38824  -0.018
H: -1.17422 -3.04925 -3.14019  0.068
C: 3.53144 0.19352 -4.40456  -0.212
F: -1.43707 5.76114 -0.73788  0.124
C: -0.10509 -0.28268 0.80341  -0.081
H: 1.06674 -4.55815 -0.84027  0.060
C: 0.92771 3.27627 -0.21609  0.010
H: 1.55916 -2.17775 -3.40504  0.059
H: 4.44054 -0.44360 -4.33057  0.030
H: -1.69140 1.73313 2.20553  0.121
H: -2.83556 0.30572 0.87824  0.133
H: 3.74050 1.33954 -0.83723  0.033
C: -1.15655 -0.72985 1.82624  -0.231
H: 2.13035 -3.52406 0.20773  0.057
H: 0.88372 2.03145 -2.87355  0.030
H: -1.49510 -1.46613 -2.29356  0.047
H: 2.81107 -2.35961 -2.11834  0.038
H: 0.46262 -3.95210 0.75856  0.040
F: -0.24789 6.21949 1.05211  0.125
H: 0.27962 -1.91583 2.95901  0.123
C: -4.09002 -1.94098 4.70937  -0.493
C: 1.87202 -1.83643 -2.36829  -0.365
F: -4.68764 -0.80710 5.21496  0.116
H: 0.93945 -0.55055 1.09625  0.128
H: -1.45251 -2.76000 4.56853  0.129
H: 0.16849 0.56857 -2.04965  -0.006
H: 3.01931 -0.28198 -0.32214  0.013
C: -0.26473 5.45793 -0.09163  -0.502
C: -0.17555 3.99607 0.25623  -0.114
H: -0.29682 -1.11588 -0.01076  0.048
C: -2.50639 -0.36174 1.69228  -0.045
Ge: 2.49681 0.02233 -2.72588  0.770
C: -0.12006 1.25451 0.74592  -0.151
C: -1.16774 3.44228 1.06192  0.017
H: 0.33316 0.59327 -3.86310  0.043
C: -0.77179 -1.61960 2.85070  -0.003
H: 2.89295 -0.18027 -5.23841  0.032
F: -3.57795 -2.65083 5.76261  0.121
C: 3.58780 0.27492 -1.10495  -0.228
C: -1.73616 -2.04744 3.79097  0.019
H: -1.93052 -3.03999 -1.50915  0.051
F: -5.10567 -2.69088 4.15260  0.118
H: 1.93595 1.38867 -0.11494  0.060
H: 3.81391 1.25699 -4.56247  0.035
H: 1.73176 3.75603 -0.79742  0.135
Si: 0.41942 -2.33298 -1.22757  0.760

## Properties
- lowest unoccupied orbital energy (hartree) = -0.1852
- energy above the lowest of the compared OMol25 structures with the same formula, charge and spin (kJ/mol) = 120.5
- total charge = +1
- E_tot (eV) = -102906.3163
- largest force on an atom (eV Å⁻¹) = 3.41
- frontier orbital gap (eV) = 7.53
- highest occupied orbital energy (Eh) = -0.4619

[2]
The following is a quantum chemistry calculation of an isolated molecule of ClH2NOS2 in a non-equilibrium geometry, from the OMol25 dataset.

Each line ends with the Mulliken spin population.
Atoms and positions in Å:
H: -1.95491 -1.15513 0.07963  0.007
N: -1.59467 -0.21919 -0.15388  0.136
S: 1.43346 0.27558 -0.64929  0.626
S: -0.28558 0.11603 0.81272  0.856
O: 1.94532 1.57210 -0.42752  0.327
H: -2.29045 0.39995 0.12465  -0.005
Cl: 2.74682 -0.98934 0.21367  0.052

## Properties
- lowest unoccupied orbital energy (spin up / spin down) (hartree) = 0.0059 / -0.1078
- multiplicity = 3
- energy above the lowest of the compared OMol25 structures with the same formula, charge and spin (kJ/mol) = 31.3
- E_tot (eV) = -37758.6570
- largest force on an atom (eV Å⁻¹) = 6.19
- frontier orbital gap (spin up / spin down) (eV) = 6.30 / 6.49
- highest occupied orbital energy (spin up / spin down) (Eh) = -0.2256 / -0.3462

[3]
The following is a quantum chemistry calculation of an isolated molecule of BrFH2N2S in a non-equilibrium geometry, from the OMol25 dataset.

Each line ends with the Löwdin charge.
Atoms and positions in Å:
N: 0.05700 -1.24192 0.80085  -0.213
F: 0.22643 -0.45857 -1.72384  -0.336
N: -1.27648 0.76017 0.10233  -0.256
Br: 1.71991 1.33570 0.01429  0.344
H: -1.18126 1.79716 0.29275  0.060
H: 0.51952 -2.13008 0.60998  0.050
S: -0.06513 -0.06246 -0.09637  0.351

## Properties
- lowest unoccupied orbital energy (hartree) = -0.0325
- structure (SMILES) = N=S(=N)(F)Br
- energy above the lowest of the compared OMol25 structures with the same formula, charge and spin (kJ/mol) = 20.7
- E_tot (eV) = -86605.0577
- largest force on an atom (eV Å⁻¹) = 2.24
- frontier orbital gap (eV) = 9.87
- highest occupied orbital energy (Eh) = -0.3952

[4]
The following is a quantum chemistry calculation of an isolated molecule of C4H5PS in a non-equilibrium geometry, from the OMol25 dataset.

Each line ends with the Löwdin charge.
Atoms and positions in Å:
H: 0.47900 -0.69224 -1.41779  0.106
H: -0.19745 -0.95253 2.34344  0.089
H: 0.89045 -1.65636 1.10240  0.071
C: -0.09272 -1.27593 1.26170  -0.104
H: 1.58754 1.49269 -1.68320  0.012
C: -0.04780 0.18924 -0.93699  -0.472
C: 0.54662 1.50699 -1.75012  -0.442
C: -0.26563 -0.00299 0.50117  -0.867
P: -0.99928 1.92263 -1.46433  0.889
H: -0.93500 -1.84834 0.93469  0.082
S: -0.96572 1.31685 1.10903  0.637

## Properties
- lowest unoccupied orbital energy (hartree) = -0.0160
- energy above the lowest of the compared OMol25 structures with the same formula, charge and spin (kJ/mol) = 244.9
- E_tot (eV) = -24348.7615
- largest force on an atom (eV Å⁻¹) = 3.10
- frontier orbital gap (eV) = 7.46
- highest occupied orbital energy (Eh) = -0.2902

[5]
The following is a quantum chemistry calculation of a cluster of 3 separate species, C11H14ClF6O8PS in total in a non-equilibrium geometry, from the OMol25 dataset.

Each line ends with the Löwdin charge.
Atoms and positions in Å:
H: 1.04097 0.76614 0.75163  0.080
H: 2.71225 -1.11973 1.07440  0.130
F: 0.12552 -0.59221 5.22274  0.157
S: -1.45645 -3.42149 1.37671  0.180
F: 2.19912 -1.16146 5.43567  0.155
O: -7.09973 -5.31245 2.60082  -0.015
H: 3.36903 6.06298 -2.07618  0.128
F: 4.16159 1.76327 -1.65495  0.144
H: -3.41218 -5.33432 1.01216  0.002
C: 1.36723 -0.32688 4.77558  -0.510
C: 1.49281 -0.47938 3.26300  -0.365
C: 3.68887 2.13710 -2.86486  -0.508
O: -4.88105 -4.90591 -1.92626  0.090
C: -4.74150 -3.99396 -1.05945  -0.474
O: 2.58702 4.13132 -2.22099  0.019
H: 3.98245 0.08128 1.26654  0.126
P: -2.51339 -4.57103 0.19487  0.360
H: 2.35575 0.87686 -0.42526  0.057
C: -5.94426 -3.76784 0.99062  -0.117
C: 2.11587 0.92586 0.63653  -0.059
O: 2.67027 0.01471 2.82823  0.024
O: -5.90985 -3.48352 -0.42968  -0.027
H: -4.92447 -3.91441 1.48222  0.114
H: -1.67144 -5.49661 -0.50894  0.007
Cl: -7.69609 -6.12027 0.16053  0.603
H: 1.54796 7.08836 -3.49030  0.083
C: 2.91524 -0.10056 1.41637  -0.194
H: 0.79089 5.48687 -3.65681  0.085
F: 4.51099 1.59247 -3.78021  0.162
F: 2.49524 1.52326 -3.01520  0.152
C: 3.58645 3.65377 -2.99118  -0.366
O: 4.31132 4.34165 -3.66512  0.166
C: 1.73783 6.01415 -3.51493  -0.063
C: -6.87968 -5.01179 1.39479  -0.612
O: -3.40969 -3.52624 -0.83781  -0.250
H: -6.42431 -2.84129 1.49258  0.167
F: 1.66463 0.92201 5.19500  0.152
H: 2.32621 1.93366 1.00443  0.089
H: 2.35465 5.79608 -4.39005  0.076
H: 1.77414 5.80432 -1.38186  0.126
O: 0.66813 -0.99271 2.54920  0.125
C: 2.41163 5.55796 -2.23458  -0.202

## Properties
- lowest unoccupied orbital energy (hartree) = -0.0064
- structure (SMILES) = O=C(Cl)COC(=O)O[PH2]=S.CCOC(=O)C(F)(F)F.CCOC(=O)C(F)(F)F
- E_tot (eV) = -76964.0355
- largest force on an atom (eV Å⁻¹) = 6.08
- frontier orbital gap (eV) = 9.24
- highest occupied orbital energy (Eh) = -0.3459

[6]
The following is a quantum chemistry calculation of the ion C11H13N4 with charge +1 in a non-equilibrium geometry, from the OMol25 dataset.

Each line ends with the Löwdin charge.
Atoms and positions in Å:
C: 1.59924 -0.19166 0.82623  -0.112
H: 0.27457 -2.53908 2.72779  0.090
N: 0.20263 -1.30294 -2.48773  0.043
H: -2.97137 1.14339 2.50309  0.129
C: 0.71949 -1.10724 1.41874  -0.257
H: -1.11610 -1.87119 0.21642  0.151
C: -1.69273 -0.54876 1.66312  0.041
C: -0.83304 -0.43300 -1.90539  -0.163
C: -2.33331 0.66749 1.76800  0.013
H: -0.76726 0.55582 -2.58621  0.165
H: -1.48823 1.81666 -1.15405  0.150
H: -0.05343 -2.27499 -2.43086  0.077
C: 0.94051 0.41593 -0.25965  -0.148
H: -2.58364 2.45503 0.47828  0.121
H: 3.85828 1.57390 -0.61755  0.093
H: 3.75283 0.03601 1.56801  0.145
C: 3.03894 1.08101 -0.29467  -0.094
C: -0.53470 0.06699 -0.45099  -0.297
C: -2.16373 1.55787 0.70646  0.014
H: -1.79648 -0.83459 -1.80194  0.100
C: 2.94543 0.31568 0.81851  0.022
H: 0.58612 -1.11150 -3.39326  0.077
H: 1.69502 1.92256 -1.61394  0.184
N: 0.95205 -1.87645 2.33681  0.196
N: -1.32302 1.32513 -0.28783  0.145
H: -1.94345 -1.09147 2.48878  0.107
N: 1.82959 1.20769 -0.88441  0.106
C: -0.79420 -0.95830 0.64825  -0.099

## Properties
- lowest unoccupied orbital energy (hartree) = -0.1834
- structure (SMILES) = [H]/N=C1/c2cc[nH]c2[C@]2(CN)[NH+]=CC=C[C@H]12
- energy above the lowest of the compared OMol25 structures with the same formula, charge and spin (kJ/mol) = 51.9
- total charge = +1
- E_tot (eV) = -17569.1154
- largest force on an atom (eV Å⁻¹) = 4.33
- frontier orbital gap (eV) = 6.84
- highest occupied orbital energy (Eh) = -0.4348